No. 1
The following is a quantum chemistry calculation of C49H38IMnNO7PS as an isolated structure, from OMol25.

As for the energy relative to the best compared isomer or geometry (same formula, charge and spin): 0.00 kJ/mol. Its spin multiplicity is 6. The maximum force is 0.59 eV Å⁻¹. The HOMO energy (alpha / beta) comes out at -4.5 / -4.7 eV. As for the net charge: -1. For the lowest unoccupied orbital energy (alpha / beta), the calculation gives 2.2 / 2.2 eV.

Element x y z (Å)
Mn: 1.17 0.60 0.43
I: 1.56 1.64 3.19
C: 3.54 1.01 2.97
C: 4.25 0.77 4.11
C: 5.62 0.46 4.03
C: 6.24 0.45 2.82
C: 5.51 0.71 1.63
C: 6.19 0.75 0.38
C: 5.48 1.02 -0.76
C: 4.08 1.18 -0.70
C: 3.34 1.12 0.46
C: 4.11 0.95 1.66
H: 3.76 0.83 5.08
H: 6.18 0.26 4.94
H: 7.30 0.25 2.74
H: 7.26 0.58 0.36
H: 6.00 1.07 -1.71
H: 3.57 1.32 -1.65
C: 1.53 -0.47 -6.05
C: 1.41 -0.20 -4.58
C: 1.67 -1.19 -3.64
C: 1.55 -0.90 -2.29
N: 1.19 0.31 -1.85
C: 0.95 1.27 -2.74
C: 1.06 1.06 -4.10
H: 1.29 -1.51 -6.28
H: 2.55 -0.28 -6.39
H: 0.87 0.18 -6.63
H: 1.95 -2.19 -3.95
H: 1.76 -1.64 -1.53
H: 0.64 2.22 -2.32
H: 0.85 1.87 -4.79
O: 3.17 8.13 0.74
C: 1.83 8.01 0.52
O: 1.17 9.01 0.42
C: 1.29 6.63 0.44
C: -0.10 6.47 0.44
C: -0.67 5.22 0.38
C: 0.12 4.06 0.30
S: -0.63 2.48 0.19
C: 1.51 4.22 0.28
C: 2.08 5.48 0.36
H: 3.55 7.25 0.88
H: -0.72 7.36 0.50
H: -1.75 5.11 0.39
H: 2.15 3.35 0.22
H: 3.16 5.53 0.32
O: -1.01 -0.40 -0.01
P: -2.11 -1.18 -0.64
C: -3.72 -0.49 -0.21
C: -4.88 -0.84 -0.89
C: -6.10 -0.29 -0.52
C: -6.14 0.62 0.54
C: -4.98 0.98 1.20
C: -3.77 0.43 0.83
C: -2.03 -1.10 -2.44
C: -2.00 -2.23 -3.26
C: -1.97 -2.09 -4.64
C: -1.96 -0.82 -5.20
C: -1.98 0.31 -4.39
C: -2.01 0.17 -3.02
C: -2.09 -2.92 -0.17
C: -3.22 -3.61 0.25
C: -3.11 -4.92 0.68
C: -1.86 -5.53 0.72
C: -0.73 -4.84 0.33
C: -0.84 -3.53 -0.12
H: -4.84 -1.53 -1.72
H: -7.00 -0.55 -1.04
H: -7.09 1.06 0.83
H: -5.02 1.70 2.01
H: -2.85 0.72 1.32
H: -2.01 -3.22 -2.81
H: -1.94 -2.97 -5.27
H: -1.93 -0.71 -6.28
H: -1.96 1.29 -4.83
H: -2.00 1.05 -2.38
H: -4.19 -3.12 0.25
H: -3.99 -5.46 1.02
H: -1.77 -6.55 1.09
H: 0.25 -5.28 0.42
H: 0.05 -2.97 -0.37
O: 1.78 -3.54 1.01
C: 1.26 -2.51 1.45
O: 1.47 -1.33 1.02
C: 0.18 -2.65 2.51
C: 0.09 -3.84 3.23
C: -0.90 -4.04 4.20
C: -1.79 -3.01 4.39
O: -2.87 -2.96 5.24
C: -3.38 -1.63 5.13
O: -2.75 -1.00 4.03
C: -1.71 -1.84 3.66
C: -0.74 -1.62 2.72
H: 0.82 -4.61 3.01
H: -0.97 -4.96 4.76
H: -3.14 -1.08 6.05
H: -4.45 -1.68 4.96
H: -0.68 -0.70 2.15

Löwdin atomic charge list, values in e, 5 entries: Mn 0.503; I 1.069; C -0.607; C -0.178; C -0.101

=====

No. 2
The following is a quantum chemistry calculation of CHO3Sn as an isolated structure, from OMol25.

As for the energy relative to the best compared isomer or geometry (same formula, charge and spin): 455.48 kJ/mol. The maximum force is 5.55 eV Å⁻¹. The HOMO energy comes out at -13.1 eV. As for the net charge: +1. For the lowest unoccupied orbital energy, the calculation gives -8.7 eV.

Element x y z (Å)
Sn: 11.58 -13.09 6.63
O: 13.68 -11.38 5.45
C: 14.84 -11.69 6.17
O: 14.70 -12.05 7.31
O: 15.97 -11.71 5.60
H: 14.08 -11.37 4.58

Löwdin atomic charge list, values in e, 5 entries: Sn 1.595; O -0.060; C -0.815; O 0.079; O 0.086

=====

No. 3
The following is a quantum chemistry calculation of a 7-piece molecular cluster, C36H86O21S2 overall, from OMol25.

As for the energy relative to the best compared isomer or geometry (same formula, charge and spin): 716.49 kJ/mol. Its SMILES is CCOS(C)(=O)=O.CCOS(C)(=O)=O.COCCOCCOC.COCCOCCOC.COCCOCCOC.COCCOCCOC.COCCOCCOC. The maximum force is 4.68 eV Å⁻¹. The HOMO energy comes out at -9.2 eV. As for the net charge: 0. For the lowest unoccupied orbital energy, the calculation gives 0.4 eV.

Element x y z (Å)
C: 2.39 -0.57 -1.38
C: 1.86 -0.96 0.01
O: 0.82 -1.93 -0.04
S: -0.05 -2.15 1.36
C: 1.16 -3.39 2.05
O: -0.07 -0.94 2.16
O: -1.20 -3.02 1.07
H: 2.68 0.48 -1.29
H: 1.62 -0.46 -2.14
H: 3.29 -1.14 -1.64
H: 2.69 -1.31 0.62
H: 1.40 -0.11 0.50
H: 2.18 -3.04 2.14
H: 1.25 -4.14 1.26
H: 0.92 -3.92 2.98
C: -2.74 -12.85 10.81
C: -1.86 -13.30 9.67
O: -1.85 -12.47 8.48
S: -0.50 -12.34 7.50
C: -1.06 -13.61 6.31
O: -0.51 -11.07 6.76
O: 0.72 -12.87 8.17
H: -2.63 -13.72 11.46
H: -3.76 -12.79 10.43
H: -2.32 -11.88 11.08
H: -0.83 -13.26 10.04
H: -2.08 -14.27 9.22
H: -2.00 -13.19 5.95
H: -1.50 -14.50 6.75
H: -0.47 -13.68 5.39
C: 0.03 -1.01 -9.75
O: 0.28 -0.80 -11.15
C: -0.75 -0.44 -11.92
C: -0.73 1.04 -12.07
O: 0.13 1.53 -13.04
C: 0.32 2.95 -13.25
C: -0.65 3.91 -12.58
O: -0.88 3.76 -11.14
C: -2.24 4.08 -10.82
H: -0.75 -0.38 -9.32
H: 0.98 -0.81 -9.25
H: -0.36 -2.02 -9.54
H: -1.68 -0.90 -11.57
H: -0.55 -1.04 -12.82
H: -0.53 1.39 -11.06
H: -1.70 1.45 -12.35
H: 0.51 3.25 -14.28
H: 1.22 3.00 -12.64
H: -1.58 3.69 -13.10
H: -0.45 4.96 -12.79
H: -2.85 3.17 -10.87
H: -2.68 4.80 -11.50
H: -2.33 4.42 -9.79
C: 10.10 6.37 -7.17
O: 9.88 5.06 -7.60
C: 9.36 4.30 -6.47
C: 9.45 2.87 -6.82
O: 8.34 2.51 -7.72
C: 8.04 1.13 -7.85
C: 6.98 0.78 -8.97
O: 7.67 0.79 -10.17
C: 6.84 0.13 -11.16
H: 9.23 6.90 -6.80
H: 10.44 7.09 -7.92
H: 10.85 6.36 -6.38
H: 8.31 4.55 -6.37
H: 9.77 4.39 -5.46
H: 9.53 2.18 -5.98
H: 10.31 2.62 -7.44
H: 7.59 0.80 -6.91
H: 8.97 0.57 -7.92
H: 6.23 1.57 -8.93
H: 6.72 -0.24 -8.69
H: 6.66 -0.90 -10.87
H: 7.46 0.22 -12.05
H: 5.82 0.46 -11.37
C: -5.81 3.86 2.39
O: -5.76 5.16 1.89
C: -4.44 5.63 1.80
C: -3.72 5.14 0.57
O: -2.99 6.11 -0.19
C: -3.47 7.41 -0.59
C: -4.74 7.43 -1.35
O: -4.67 6.93 -2.69
C: -5.89 7.05 -3.36
H: -6.87 3.84 2.62
H: -5.30 3.71 3.34
H: -5.59 3.00 1.76
H: -3.94 5.31 2.72
H: -4.48 6.72 1.82
H: -4.32 4.47 -0.05
H: -3.11 4.34 1.00
H: -2.80 7.83 -1.34
H: -3.68 8.12 0.21
H: -5.14 8.42 -1.54
H: -5.55 6.76 -1.04
H: -6.60 7.81 -3.05
H: -6.42 6.14 -3.08
H: -5.84 6.95 -4.45
C: 4.57 11.93 8.66
O: 5.33 10.78 8.72
C: 6.57 10.68 8.04
C: 7.06 9.22 8.08
O: 6.04 8.37 7.47
C: 5.36 7.54 8.49
C: 3.97 7.20 7.92
O: 3.97 6.53 6.68
C: 2.82 6.02 6.25
H: 4.97 12.58 9.44
H: 3.49 11.80 8.69
H: 4.80 12.37 7.69
H: 7.26 11.50 8.23
H: 6.32 10.79 6.99
H: 7.39 9.02 9.10
H: 7.96 9.23 7.46
H: 5.20 8.11 9.40
H: 5.83 6.58 8.73
H: 3.28 8.03 8.03
H: 3.54 6.48 8.62
H: 2.35 6.92 5.86
H: 2.22 5.49 6.99
H: 2.96 5.33 5.41
C: -6.45 -8.74 1.90
O: -7.03 -9.26 3.13
C: -6.12 -9.19 4.28
C: -6.79 -9.79 5.57
O: -8.19 -9.69 5.69
C: -8.87 -10.58 6.60
C: -8.75 -10.28 8.13
O: -9.53 -9.17 8.61
C: -9.24 -8.74 9.91
H: -7.05 -9.07 1.05
H: -5.53 -9.26 1.63
H: -6.53 -7.66 2.03
H: -5.79 -8.17 4.43
H: -5.30 -9.82 3.94
H: -6.27 -9.30 6.39
H: -6.57 -10.86 5.55
H: -8.47 -11.59 6.53
H: -9.94 -10.55 6.39
H: -7.70 -10.10 8.37
H: -9.10 -11.11 8.74
H: -10.15 -8.18 10.13
H: -8.40 -8.06 10.00
H: -9.23 -9.59 10.59

Löwdin atomic charge list, values in e, 5 entries: C -0.053; C -0.290; O -0.273; S 0.699; C -0.117